[1]
{"formula": "C2H9ClN3", "method": "wB97M-V/def2-TZVPD", "charge": 1, "multiplicity": 1, "homo_lumo_gap_ha": 0.4047, "e_above_lowest_ev": 0.000, "symbols": ["C", "C", "N", "N", "N", "Cl", "H", "H", "H", "H", "H", "H", "H", "H", "H"], "coordinates": [[0.90, -0.06, -1.24], [-0.83, 0.95, 1.77], [1.83, -0.29, -2.18], [-1.38, -0.16, 1.13], [0.25, -1.07, -0.69], [-0.59, 2.27, 0.62], [0.91, 0.93, -0.76], [-1.51, 1.42, 2.52], [2.28, 0.40, -2.64], [2.08, -1.26, -2.45], [-1.82, -0.69, 1.87], [-2.15, -0.05, 0.42], [0.46, -1.94, -1.05], [0.00, 0.61, 2.43], [-0.44, -1.05, 0.24]]}

[2]
{"formula": "H7NSi2", "method": "wB97M-V/def2-TZVPD", "charge": 0, "multiplicity": 3, "homo_lumo_gap_ha": [0.2170, 0.2702], "s_squared": 2.00, "symbols": ["N", "Si", "Si", "H", "H", "H", "H", "H", "H", "H"], "coordinates": [[-1.18, 0.80, -1.28], [0.98, -1.26, 0.13], [-0.49, 0.54, 0.32], [-2.13, 1.01, -1.49], [-0.53, 1.30, -1.94], [1.46, -2.27, 1.14], [0.27, -2.13, -0.72], [2.05, -0.85, -0.87], [-1.39, 0.54, 1.48], [0.22, 2.40, 0.69]]}

[3]
{"formula": "C3H3FO2", "method": "wB97M-V/def2-TZVPD", "charge": 0, "multiplicity": 1, "homo_lumo_gap_ha": [0.3361, 0.3362], "e_above_lowest_ev": 6.383, "symbols": ["C", "C", "C", "O", "O", "F", "H", "H", "H"], "coordinates": [[0.57, -0.02, -0.53], [0.93, -0.93, 0.31], [-0.73, 0.72, -0.18], [-0.38, -0.43, 1.71], [-1.28, 0.10, 0.83], [1.86, -1.82, 0.49], [1.13, 0.11, -1.54], [-0.66, 1.82, -0.07], [-1.44, 0.44, -1.02]]}

[4]
{"formula": "C3H7N2P", "method": "wB97M-V/def2-TZVPD", "charge": 0, "smiles": "C1=CN=NC1.P", "multiplicity": 1, "homo_lumo_gap_ha": 0.3484, "e_above_lowest_ev": 1.187, "symbols": ["C", "C", "N", "N", "C", "H", "H", "H", "H", "P", "H", "H", "H"], "coordinates": [[1.82, 0.68, -0.03], [2.23, -0.56, 0.23], [1.08, -1.45, 0.02], [0.06, -0.79, -0.24], [0.42, 0.63, -0.38], [2.30, 1.70, 0.19], [3.21, -0.78, 0.57], [-0.02, 1.28, 0.43], [0.23, 1.13, -1.37], [-3.29, -0.37, 0.00], [-2.33, -0.45, -1.06], [-2.86, -1.48, 0.68], [-2.85, 0.47, 0.96]]}

[5]
{"formula": "C5H11N", "method": "wB97M-V/def2-TZVPD", "charge": 0, "multiplicity": 1, "homo_lumo_gap_ha": 0.3868, "e_above_lowest_ev": 4.143, "symbols": ["C", "C", "C", "C", "C", "H", "H", "H", "H", "H", "H", "H", "H", "H", "H", "H", "N"], "coordinates": [[0.06, -0.87, 1.32], [0.06, -0.95, -0.08], [0.44, 0.46, -0.78], [-0.77, 1.36, -0.68], [-0.47, 0.82, -1.95], [1.42, 0.45, 1.22], [1.68, -1.18, 2.25], [-0.84, -0.38, 1.61], [-0.19, -1.79, 1.88], [0.80, -1.72, -0.24], [-0.90, -1.25, -0.53], [1.50, 0.62, -0.68], [-0.85, 2.46, -0.48], [-1.61, 0.81, -0.09], [-1.32, 0.11, -2.25], [-0.08, 1.41, -2.67], [1.06, -0.36, 2.14]]}

[6]
{"formula": "C40H34Cl2F6N5O3PSY", "method": "wB97M-V/def2-TZVPD", "charge": 1, "multiplicity": 1, "homo_lumo_gap_ha": 0.3140, "e_above_lowest_ev": 0.424, "symbols": ["Y", "N", "C", "C", "C", "C", "C", "C", "N", "C", "C", "C", "S", "C", "N", "H", "H", "H", "H", "H", "H", "H", "N", "C", "C", "C", "C", "C", "C", "P", "C", "C", "C", "C", "C", "C", "C", "C", "C", "C", "C", "C", "H", "H", "H", "H", "H", "H", "H", "H", "H", "H", "H", "H", "H", "H", "H", "H", "C", "C", "O", "C", "F", "F", "F", "C", "F", "F", "F", "H", "H", "H", "Cl", "C", "Cl", "C", "O", "O", "H", "C", "C", "C", "C", "N", "C", "C", "H", "H", "H", "H", "H", "H", "H"], "coordinates": [[-0.35, 0.09, -0.65], [2.22, 3.79, -1.26], [2.31, 3.46, -2.60], [2.95, 4.08, -3.67], [2.87, 3.44, -4.88], [2.19, 2.22, -5.03], [1.54, 1.62, -3.97], [1.60, 2.26, -2.74], [1.09, 1.90, -1.49], [1.51, 2.81, -0.65], [1.29, 2.71, 0.79], [1.80, 3.50, 1.77], [1.36, 2.89, 3.29], [0.51, 1.63, 2.54], [0.55, 1.64, 1.24], [2.64, 4.58, -0.81], [3.49, 5.01, -3.55], [3.36, 3.87, -5.74], [2.17, 1.74, -6.00], [1.05, 0.67, -4.08], [2.42, 4.38, 1.67], [-0.03, 0.90, 3.12], [0.10, -1.68, 1.28], [-0.37, -1.60, 2.65], [0.43, -2.09, 3.68], [0.03, -1.95, 5.00], [-1.17, -1.32, 5.30], [-1.97, -0.83, 4.27], [-1.58, -0.97, 2.94], [-2.48, -0.25, 1.52], [-3.76, -1.49, 1.17], [-4.07, -2.55, 2.02], [-5.04, -3.47, 1.65], [-5.71, -3.34, 0.45], [-5.40, -2.29, -0.41], [-4.42, -1.38, -0.05], [-3.43, 1.14, 2.20], [-4.67, 0.97, 2.82], [-5.36, 2.07, 3.31], [-4.81, 3.34, 3.19], [-3.59, 3.52, 2.56], [-2.90, 2.42, 2.06], [1.10, -1.53, 1.24], [-0.06, -2.61, 0.90], [1.37, -2.58, 3.44], [0.65, -2.33, 5.79], [-1.49, -1.20, 6.33], [-2.89, -0.32, 4.50], [-3.55, -2.66, 2.96], [-5.28, -4.29, 2.32], [-6.47, -4.06, 0.17], [-5.92, -2.19, -1.36], [-4.14, -0.58, -0.73], [-5.11, -0.02, 2.90], [-6.32, 1.94, 3.79], [-5.36, 4.20, 3.57], [-3.18, 4.51, 2.44], [-1.97, 2.56, 1.53], [-4.27, 2.15, -1.76], [-2.77, 1.97, -2.03], [-2.17, 1.17, -1.09], [-2.12, 3.38, -2.04], [-1.85, 3.76, -0.78], [-0.96, 3.42, -2.72], [-2.92, 4.31, -2.58], [-2.56, 1.29, -3.40], [-3.37, 0.22, -3.53], [-1.29, 0.81, -3.49], [-2.77, 2.09, -4.44], [-4.39, 2.64, -0.80], [-4.75, 1.17, -1.71], [-4.76, 2.74, -2.53], [4.50, 0.69, -1.86], [3.73, -0.92, -1.80], [3.75, -1.70, -3.37], [2.33, -0.75, -1.21], [1.32, -0.89, -1.96], [2.25, -0.46, 0.00], [4.33, -1.52, -1.11], [-2.65, -5.61, -3.69], [-2.17, -4.38, -2.98], [-2.36, -4.21, -1.61], [-1.90, -3.07, -0.99], [-1.25, -2.09, -1.64], [-1.05, -2.26, -2.95], [-1.49, -3.37, -3.64], [-3.60, -5.95, -3.28], [-1.93, -6.42, -3.56], [-2.76, -5.44, -4.76], [-2.89, -4.95, -1.02], [-2.09, -2.92, 0.06], [-0.50, -1.49, -3.46], [-1.30, -3.44, -4.71]]}

[7]
{"formula": "C41H33Cl5FInN6O5STe", "method": "wB97M-V/def2-TZVPD", "charge": 0, "multiplicity": 1, "homo_lumo_gap_ha": 0.0906, "e_above_lowest_ev": 2.358, "symbols": ["In", "C", "C", "N", "N", "C", "O", "C", "C", "C", "C", "C", "C", "C", "C", "C", "C", "C", "N", "H", "H", "H", "H", "H", "H", "H", "H", "H", "H", "H", "H", "F", "C", "C", "C", "C", "O", "C", "C", "N", "C", "C", "C", "C", "C", "C", "N", "C", "C", "N", "C", "C", "C", "O", "O", "H", "H", "H", "H", "H", "H", "H", "H", "H", "H", "H", "H", "H", "H", "H", "H", "H", "H", "Cl", "C", "C", "Cl", "C", "Cl", "C", "O", "C", "Cl", "C", "Cl", "Te", "C", "C", "C", "C", "S", "H", "H", "H"], "coordinates": [[2.23, -1.10, 0.88], [5.98, 1.27, 0.48], [4.73, 0.38, 0.28], [3.61, 0.57, 1.00], [3.56, 1.46, 1.94], [2.41, 1.31, 2.67], [1.53, 0.39, 2.42], [2.27, 2.22, 3.82], [3.41, 2.86, 4.33], [3.38, 3.47, 5.62], [2.14, 3.43, 6.36], [0.99, 2.83, 5.78], [1.07, 2.17, 4.52], [4.63, -0.45, -0.87], [5.59, -0.48, -1.93], [5.37, -1.31, -3.03], [4.31, -2.21, -3.06], [3.51, -2.30, -1.86], [3.59, -1.40, -0.90], [5.91, 1.75, 1.52], [6.88, 0.59, 0.31], [6.06, 2.03, -0.25], [4.35, 2.85, 3.70], [4.25, 3.93, 6.08], [1.98, 3.80, 7.42], [0.01, 2.67, 6.28], [0.14, 1.81, 4.13], [6.24, 0.38, -1.95], [6.08, -1.37, -3.85], [4.20, -2.94, -3.87], [2.72, -3.06, -1.69], [-2.64, 3.61, -0.85], [-2.50, 2.32, -1.39], [-1.53, 1.51, -0.94], [-1.33, 0.24, -1.41], [-0.37, -0.72, -0.76], [0.54, -0.16, -0.04], [-0.51, -2.05, -1.16], [-1.32, -2.36, -2.27], [-2.01, -1.47, -3.05], [-2.28, -1.73, -4.41], [-2.87, -3.18, -4.60], [-1.52, -2.82, -5.18], [-2.19, -0.14, -2.52], [-3.12, 0.71, -3.10], [-3.24, 2.05, -2.54], [-4.23, 2.83, -3.22], [-4.92, 3.78, -2.33], [-6.00, 4.52, -3.18], [-6.08, 3.96, -4.55], [-4.86, 3.95, -5.33], [-3.69, 3.43, -4.53], [0.47, -3.19, -0.65], [0.42, -4.26, -1.29], [1.32, -2.95, 0.28], [-0.94, 1.94, -0.08], [-1.33, -3.42, -2.59], [-2.78, -0.98, -5.02], [-3.71, -3.26, -5.32], [-2.80, -3.84, -3.78], [-1.51, -2.74, -6.24], [-0.65, -3.22, -4.65], [-3.64, 0.42, -4.02], [-4.25, 4.53, -1.85], [-5.53, 3.17, -1.66], [-5.66, 5.58, -3.23], [-6.98, 4.48, -2.70], [-6.81, 4.48, -5.14], [-6.43, 2.98, -4.33], [-4.66, 4.94, -5.66], [-5.01, 3.24, -6.19], [-2.91, 4.18, -4.33], [-3.10, 2.64, -5.06], [3.36, -7.58, 2.29], [3.41, -6.00, 2.95], [4.72, -5.39, 3.06], [6.05, -6.46, 3.30], [4.81, -3.98, 2.95], [6.41, -3.31, 2.90], [3.61, -3.21, 2.77], [3.62, -1.96, 2.32], [2.35, -3.83, 3.04], [1.06, -2.78, 3.43], [2.27, -5.22, 3.04], [0.72, -5.90, 3.26], [-3.25, -0.10, 2.22], [-3.52, -0.08, 4.30], [-4.10, -1.06, 5.07], [-3.87, -0.72, 6.40], [-3.19, 0.39, 6.63], [-2.72, 1.24, 5.24], [-4.60, -1.93, 4.63], [-4.19, -1.40, 7.16], [-2.87, 0.72, 7.61]]}

[8]
{"formula": "C8H11Cl8NO", "method": "wB97M-V/def2-TZVPD", "charge": 0, "multiplicity": 1, "homo_lumo_gap_ha": 0.3018, "e_above_lowest_ev": 0.000, "symbols": ["N", "C", "C", "C", "C", "H", "H", "H", "H", "H", "C", "Cl", "Cl", "Cl", "Cl", "C", "Cl", "Cl", "Cl", "Cl", "C", "C", "O", "H", "H", "H", "H", "H", "H"], "coordinates": [[11.23, 0.43, 8.16], [10.75, -0.24, 7.04], [10.97, -1.61, 7.23], [11.65, -1.72, 8.49], [11.71, -0.49, 9.08], [11.10, 1.42, 8.31], [10.25, 0.29, 6.24], [10.67, -2.41, 6.57], [11.88, -2.64, 9.00], [12.15, -0.18, 10.02], [7.47, -2.76, 0.06], [5.95, -3.83, 0.11], [7.23, -1.24, 0.99], [8.87, -3.66, 0.75], [7.75, -2.27, -1.60], [9.88, 1.36, -8.15], [10.10, -0.13, -7.23], [8.60, 2.37, -7.41], [11.47, 2.18, -8.24], [9.35, 0.83, -9.70], [0.80, 0.69, 2.34], [1.26, 1.80, 1.34], [0.39, 1.88, 0.29], [-0.19, 0.98, 2.70], [1.51, 0.61, 3.16], [0.78, -0.30, 1.88], [2.27, 1.54, 1.00], [1.30, 2.70, 1.96], [0.59, 2.68, -0.19]]}

[9]
{"formula": "C3H10N2O", "method": "wB97M-V/def2-TZVPD", "charge": 0, "smiles": "CNCNOC", "multiplicity": 1, "homo_lumo_gap_ha": 0.3598, "e_above_lowest_ev": 3.358, "symbols": ["C", "N", "C", "N", "O", "C", "H", "H", "H", "H", "H", "H", "H", "H", "H", "H"], "coordinates": [[-2.20, -0.31, 0.34], [-1.05, -0.58, -0.48], [-0.34, 0.61, -0.90], [1.04, 0.31, -1.21], [1.49, -0.69, -0.11], [2.10, 0.00, 0.96], [-2.95, 0.24, -0.25], [-2.65, -1.26, 0.63], [-1.98, 0.28, 1.24], [-0.24, -1.14, 0.01], [-0.34, 1.39, -0.11], [-0.71, 1.00, -1.87], [1.06, -0.33, -2.00], [1.45, 0.80, 1.34], [2.27, -0.75, 1.74], [3.05, 0.42, 0.66]]}

[10]
{"formula": "H36O18", "method": "wB97M-V/def2-TZVPD", "charge": 0, "multiplicity": 1, "homo_lumo_gap_ha": 0.3759, "e_above_lowest_ev": 3.529, "symbols": ["O", "H", "H", "O", "H", "H", "O", "H", "H", "O", "H", "H", "O", "H", "H", "O", "H", "H", "O", "H", "H", "O", "H", "H", "O", "H", "H", "O", "H", "H", "O", "H", "H", "O", "H", "H", "O", "H", "H", "O", "H", "H", "O", "H", "H", "O", "H", "H", "O", "H", "H", "O", "H", "H"], "coordinates": [[2.40, 0.19, 3.52], [2.54, 0.56, 4.39], [2.15, 0.78, 2.80], [-0.96, -3.92, -2.91], [-1.71, -3.97, -3.49], [-0.97, -4.84, -2.63], [0.79, 3.32, 2.88], [-0.12, 3.06, 3.10], [0.75, 4.26, 3.09], [-2.47, -1.47, 4.80], [-1.63, -1.25, 4.37], [-2.40, -2.42, 4.92], [-2.67, 1.59, -5.02], [-3.56, 1.98, -5.09], [-2.66, 1.20, -5.91], [5.64, 0.41, -0.24], [4.82, -0.06, 0.03], [5.77, 0.03, -1.10], [-0.35, 2.85, -3.84], [-0.61, 3.74, -4.08], [-1.09, 2.26, -4.04], [0.20, 0.78, -1.60], [-0.13, 0.34, -2.40], [0.22, 1.65, -2.05], [4.74, -4.17, -1.34], [3.98, -4.41, -0.81], [5.10, -3.42, -0.88], [-1.58, 1.57, 2.36], [-2.43, 1.65, 1.90], [-2.06, 1.02, 3.01], [-5.88, 0.75, 0.02], [-5.86, -0.19, 0.18], [-5.23, 1.26, 0.49], [-2.06, 2.90, 5.15], [-1.50, 2.41, 5.76], [-2.31, 2.36, 4.39], [3.06, -0.57, -0.74], [3.13, -0.37, -1.68], [2.21, -0.14, -0.57], [0.41, -1.62, -2.51], [0.95, -2.16, -3.10], [-0.44, -2.06, -2.42], [-1.82, -0.26, 0.05], [-1.15, -0.87, -0.28], [-1.30, 0.51, 0.31], [3.41, -0.95, -4.16], [3.82, -0.12, -4.40], [4.14, -1.57, -4.22], [-4.20, 0.90, 2.64], [-4.63, 0.08, 2.92], [-4.88, 1.51, 2.94], [3.07, -1.99, 1.84], [2.89, -1.30, 2.51], [2.48, -1.75, 1.14]]}

[11]
{"formula": "CH12O4", "method": "wB97M-V/def2-TZVPD", "charge": -1, "multiplicity": 2, "homo_lumo_gap_ha": [0.0856, 0.3836], "s_squared": 0.75, "e_above_lowest_ev": 0.790, "symbols": ["C", "H", "H", "H", "H", "H", "H", "O", "H", "H", "O", "H", "H", "O", "H", "H", "O"], "coordinates": [[1.97, 1.75, -3.11], [1.74, 1.45, -2.08], [2.94, 1.36, -3.40], [1.99, 2.83, -3.18], [1.12, 1.33, -3.64], [0.48, 2.48, 0.77], [1.33, 2.74, -0.44], [1.37, 2.50, 0.48], [2.06, -2.26, 2.10], [1.64, -3.23, 1.04], [1.39, -2.34, 1.37], [-4.81, -1.83, 4.36], [-4.89, -3.19, 3.73], [-5.42, -2.46, 3.98], [-0.59, -0.64, -0.02], [-1.02, -0.23, -1.44], [-1.33, -0.25, -0.52]]}

[12]
{"formula": "C6H10NO", "method": "wB97M-V/def2-TZVPD", "charge": 1, "smiles": "C=C/C=[N+](\\C)C(=C)O", "multiplicity": 1, "homo_lumo_gap_ha": 0.3198, "e_above_lowest_ev": 2.875, "symbols": ["C", "C", "C", "N", "C", "C", "C", "O", "H", "H", "H", "H", "H", "H", "H", "H", "H", "H"], "coordinates": [[-3.14, 0.88, 0.12], [-2.23, -0.09, 0.20], [-0.88, 0.40, -0.03], [0.25, -0.21, -0.14], [0.26, -1.70, -0.09], [1.63, 0.28, -0.08], [2.85, -0.24, -0.08], [1.56, 1.88, 0.11], [-4.17, 0.86, 0.46], [-2.75, 1.95, -0.08], [-2.46, -1.03, 0.58], [-0.74, 1.50, -0.15], [-0.66, -2.04, -0.75], [0.05, -1.82, 1.00], [1.24, -1.97, -0.54], [3.73, 0.36, -0.14], [3.01, -1.29, -0.22], [2.45, 2.27, -0.16]]}

no.,M (g mol⁻¹)
1,110.57
2,77.23
3,90.05
4,102.08
5,85.15
6,969.59
7,1160.50
8,420.81
9,90.13
10,324.27
11,88.10
12,112.15